Entry 1:
This record from the Open Molecules 2025 dataset describes a structure of composition C42H71Br2IN4O14P3S in a non-equilibrium geometry. The level of theory is ωB97M-V/def2-TZVPD.

XYZ file:
```
138
Properties=species:S:1:pos:R:3:forces:R:3
C 0.33957 -9.77164 4.12384 0.35 -0.27 -0.37
O 0.37185 -9.04192 5.34269 -1.42 0.58 -0.25
H -5.98127 2.84495 -1.99820 -0.15 -0.10 -0.01
C 5.45317 3.23850 0.89601 0.80 1.84 0.35
C 2.92207 -1.99754 3.54958 -0.65 2.22 3.61
P 2.97328 2.64279 -3.42145 1.97 -0.44 -1.04
C 4.08624 3.43442 0.02555 1.43 3.07 1.06
C 4.21488 1.01438 -0.61889 0.74 -3.07 -0.31
H 4.06772 4.44486 -4.30766 -0.33 -0.73 1.99
H 2.99405 -2.46525 2.47319 -0.06 0.90 2.53
H -2.31282 -6.64494 6.29799 -0.18 -0.05 0.18
N 1.11944 3.49821 -1.31406 0.00 6.11 -4.62
H -3.64801 -8.81915 6.24194 0.11 0.04 -0.01
O -1.18867 0.79955 1.50698 6.43 1.91 -0.81
O 0.91462 -7.19843 3.95601 -3.94 2.44 0.41
H -4.17093 2.38289 -9.31443 -0.07 -0.01 0.04
O -2.47362 0.58110 1.51658 -5.62 -0.25 0.73
H 1.95289 -0.79790 -1.05155 -1.32 1.45 -1.90
H -9.46102 4.02488 -5.38492 0.01 -0.08 -0.15
C -6.31035 1.87344 -2.38525 0.27 0.11 0.11
C 0.23347 -1.60407 -2.05846 0.48 -2.57 -2.29
C 5.43337 1.29425 -1.66747 1.85 -0.16 -1.07
H 5.82211 2.18724 1.32331 -1.28 2.36 -1.29
C 0.33185 3.23053 2.73998 -1.15 0.77 2.42
H -1.49433 3.81608 -1.48901 -0.76 -0.37 -1.11
H 2.38011 -9.19689 3.61631 -0.26 -0.02 -0.09
H 4.08759 6.95937 -0.42716 0.98 -2.76 0.82
N 3.65124 4.75235 -0.41277 3.89 -0.88 2.52
H 1.15861 5.47107 2.80351 -1.28 -1.62 1.61
Br 2.49639 -0.76408 -3.54434 -0.82 0.66 1.20
H -0.22220 -9.23147 3.35540 0.19 -0.01 0.06
C 5.80476 5.81100 0.76457 0.20 -1.72 0.36
H -8.79052 4.08306 -7.84692 0.20 -0.12 0.06
H 0.85272 -2.61894 -1.86767 -1.17 2.69 -0.15
H 1.52247 1.06727 5.53344 1.34 -2.58 -0.72
C 3.48502 -2.15533 6.42205 -1.83 2.48 -3.47
C 1.04083 -5.01697 7.40985 -0.09 0.16 0.13
C -0.82509 1.54581 0.25425 -3.25 1.72 -0.19
H -2.33638 -8.78259 5.05765 -0.05 -0.07 -0.03
H 0.01754 -4.92992 7.03329 0.02 0.09 0.05
C -9.62227 3.19519 -6.07811 -0.16 -0.07 0.08
H -2.89924 1.04485 2.31761 1.35 -0.57 -1.54
H 4.11144 -3.77208 4.74048 -1.22 2.36 0.18
C -7.47326 2.05530 -3.34495 0.17 -0.17 0.46
C 3.07471 2.15534 -0.39346 0.45 0.36 -0.48
H -1.26355 0.53276 -2.50966 2.42 1.36 -0.09
H -0.75973 3.21997 2.37400 1.96 -0.32 -0.11
H -2.86227 3.75536 -2.55861 1.26 -0.53 0.47
H 2.43278 -0.45602 0.99578 -0.59 2.21 0.60
H 2.96924 -5.67881 6.74056 -0.09 -0.15 -0.10
C 3.57554 -2.73534 4.88607 -1.54 2.57 0.89
C -2.56051 -8.78961 6.12707 -0.14 -0.09 -0.12
H -2.02092 2.16396 -3.98841 1.99 0.57 1.66
C -8.60219 3.21893 -7.20085 -0.98 0.40 -0.29
H 8.63029 0.49856 -0.40721 -1.22 0.16 -1.68
C 1.80289 2.96432 -4.88476 -0.87 1.75 -1.39
H 0.71029 4.71482 4.57508 -0.16 0.10 -2.41
H 4.75956 0.62049 0.36923 -1.57 1.36 -1.96
C 2.04238 2.37156 -1.72163 -0.39 1.10 -0.43
H 1.89977 -5.17015 5.42852 0.05 0.03 -0.03
O 3.95741 4.12320 -3.34942 -1.73 -1.01 -1.51
H 1.12053 2.07040 -5.20689 1.37 1.65 0.92
C -0.35831 1.27229 -2.78339 -1.85 -0.43 -0.98
H -8.67950 2.31684 -7.81875 -0.16 0.20 -0.10
C -0.42103 -1.96385 -3.54524 -1.22 -1.39 0.61
H -0.67866 3.42266 -3.79401 -0.19 -1.98 0.99
H 1.40846 -4.01260 7.63643 -0.06 -0.04 -0.06
C 1.79518 1.84635 0.68782 3.13 -1.21 2.54
H 2.64212 -0.23792 7.71814 0.15 -1.05 -2.71
O 6.48584 -0.90296 -0.85698 1.83 7.74 -1.75
H 7.43828 4.33665 2.00712 -2.09 0.28 -1.44
O -7.05234 2.76797 -4.49997 -1.13 -0.52 -0.75
H -0.61365 5.30506 3.39023 2.16 -1.39 0.01
O -5.17829 2.62390 -6.11977 -0.21 -0.39 -0.48
H 5.17089 0.88996 -2.75992 0.47 0.86 2.53
C 2.07641 0.03057 5.32796 1.39 -2.37 0.09
H -1.63675 1.12507 -0.46521 2.08 0.79 0.65
C 2.29866 0.56260 1.60436 2.12 -2.07 0.10
C 0.84528 1.16752 -1.72446 1.76 -0.50 -0.93
H 5.81121 2.37685 -1.79841 -0.88 -1.68 0.42
H -7.92560 1.09630 -3.61619 0.19 0.07 0.06
C 6.47863 4.45738 1.35955 -6.76 0.45 -4.14
C 1.10615 4.59977 -2.08033 1.69 -0.97 2.13
C 2.14333 -0.57170 3.76884 1.71 -1.79 3.77
H 2.51188 3.16656 -5.82629 -1.23 -0.59 2.18
H 0.37686 2.48714 3.67379 -0.13 1.35 -2.46
Br -1.23776 -1.76430 -0.71384 0.94 0.66 -0.38
H 0.99745 -5.59825 8.33611 0.07 0.06 -0.16
C 1.56894 3.04435 1.75860 -0.80 2.49 -0.74
O -6.12922 0.68855 -5.16314 -2.84 -0.91 -3.52
C -4.37950 2.13124 -7.17886 0.27 0.18 -0.35
C 4.47672 5.88663 -0.07716 1.42 -2.08 1.49
H 1.68240 4.09193 1.18912 -0.07 -2.52 1.13
H -2.34490 -7.51342 7.83986 0.19 0.07 -0.11
H -5.43915 1.42792 -2.87534 -0.25 -0.10 -0.04
H 6.37234 6.82123 1.00647 -1.45 -2.22 -0.70
H -9.54693 2.26797 -5.50495 -0.08 -0.01 0.05
H -1.27765 -2.75874 -3.28674 1.87 1.80 -0.60
H -0.19761 -10.70589 4.31186 -0.02 0.09 0.16
H 2.23749 -10.77127 4.37279 -0.16 0.04 -0.12
H 3.40786 0.67761 2.03182 -2.46 0.44 -1.13
C -1.98685 -7.56003 6.80583 -0.90 -0.29 0.37
S 1.35743 6.11393 -2.86611 -1.36 -5.03 2.68
N -2.05993 3.23560 -2.14248 0.78 -0.68 -0.16
O 1.56878 -7.05243 6.21780 -0.51 0.57 -0.17
O 8.13054 0.87800 -1.20230 -3.24 -1.01 1.29
H -4.36479 1.03774 -7.16754 0.06 -0.05 0.03
I 3.07487 3.19184 3.42265 0.34 -0.40 -1.12
H -5.84795 2.23609 -8.76127 0.06 0.01 -0.08
C 1.75113 -10.09121 3.66361 0.30 -0.06 0.09
C 1.27318 -0.39218 -1.94815 1.67 -1.78 1.85
C 6.74512 0.36828 -1.19998 -0.66 -5.66 1.61
N 0.62361 1.30733 -0.18476 -2.52 -3.23 2.13
O 1.45429 0.22667 2.74884 1.75 -0.88 0.92
H -0.96973 -1.08613 -4.06810 1.26 -1.55 0.82
C 0.44830 4.75603 3.43558 -1.20 0.85 -0.45
P 0.21408 -7.38387 5.32425 7.69 -6.05 2.27
H 3.84602 -0.01939 -1.06788 0.18 2.26 1.09
O -7.27535 3.34089 -6.71193 -0.59 -3.53 -1.27
C -4.86737 2.65457 -8.51668 -0.01 0.02 -0.21
P -6.67052 1.94121 -5.89461 5.42 5.18 6.42
C 2.72982 -0.71261 6.63450 0.14 -1.96 -4.07
O -0.56867 -7.59108 6.85307 -1.26 2.55 -2.50
H -8.25308 2.64734 -2.85700 0.04 0.09 -0.15
C -1.19784 2.55785 -3.20799 -1.80 1.69 -1.36
H 1.74180 -10.56568 2.67918 -0.01 0.00 0.06
H 3.93346 -2.71936 7.36992 -1.01 1.26 -2.54
H 0.05748 0.80448 -3.80411 -0.59 1.13 2.46
H -6.59773 1.24294 -1.54015 0.01 0.05 -0.03
H -4.97580 3.74335 -8.49340 0.07 -0.18 0.04
H -1.01153 2.69491 0.31345 0.52 -2.14 0.24
H -10.63747 3.25952 -6.48056 0.13 -0.03 0.01
H 0.32207 -2.57170 -4.24263 -1.43 1.79 1.52
H -3.35617 2.47985 -7.00324 -0.14 -0.02 0.12
H 0.62837 0.30191 0.17500 0.19 0.89 -0.79
H -2.13332 -9.70394 6.54708 -0.04 0.16 0.00
C 1.93270 -5.69547 6.38718 0.15 0.24 0.34
H 1.17003 3.97282 -4.79317 1.19 -2.35 -0.19
```
Forces are in eV/Å.

Calculated values
charge = +1
2S+1 = 1
HOMO energy = -10.33 eV
relative energy (zero: lowest compared OMol25 entry of this formula, charge and spin) = 29.1184 eV
E = -9781.92365 Eh
orbital gap = 6.8354 eV

Mulliken population analysis, charges in e, atoms 1 to 99:
1. C -0.342
2. O -0.339
3. H 0.264
4. C 0.013
5. C -0.218
6. P -0.032
7. C -1.320
8. C -1.248
9. H 0.323
10. H 0.242
11. H 0.305
12. N -0.258
13. H 0.420
14. O 0.185
15. O -0.682
16. H 0.416
17. O -0.554
18. H 0.201
19. H 0.234
20. C -1.136
21. C -0.293
22. C -0.302
23. H 0.231
24. C 0.650
25. H 0.151
26. H 0.289
27. H 0.310
28. N 0.113
29. H 0.287
30. Br 0.090
31. H 0.378
32. C -0.398
33. H 0.352
34. H 0.531
35. H 0.256
36. C -0.456
37. C -0.967
38. C -1.111
39. H 0.243
40. H 0.196
41. C -0.974
42. H 0.314
43. H 0.347
44. C -0.378
45. C 1.506
46. H 0.175
47. H 0.195
48. H 0.294
49. H 0.094
50. H 0.336
51. C -0.472
52. C -0.979
53. H 0.211
54. C -0.345
55. H 0.387
56. C -0.715
57. H 0.323
58. H 0.538
59. C 0.332
60. H 0.266
61. O -0.470
62. H 0.199
63. C -0.475
64. H 0.312
65. C -0.856
66. H 0.077
67. H 0.369
68. C 1.917
69. H 0.292
70. O -0.545
71. H 0.343
72. O -0.346
73. H 0.342
74. O -0.297
75. H 0.449
76. C -0.115
77. H 0.514
78. C -1.931
79. C 1.136
80. H 0.293
81. H 0.384
82. C -0.641
83. C 0.287
84. C 0.398
85. H 0.448
86. H 0.051
87. Br -0.046
88. H 0.277
89. C -2.384
90. O -0.721
91. C -0.289
92. C -0.282
93. H 0.287
94. H 0.351
95. H 0.250
96. H 0.286
97. H 0.245
98. H 0.380
99. H 0.383

---

Entry 2:
This record from the Open Molecules 2025 dataset describes a structure of composition C4H4CuO2 in a non-equilibrium geometry. The level of theory is ωB97M-V/def2-TZVPD.

XYZ file:
```
11
Properties=species:S:1:pos:R:3:forces:R:3
H -1.94638 1.34930 0.07263 -0.18 -0.09 -0.14
C -2.16532 -1.87795 0.08977 -3.25 1.76 -0.15
C 0.67709 -1.46665 0.63345 1.13 0.32 0.41
H -2.72494 -2.30269 0.97335 1.10 -0.15 -0.47
C -2.77908 0.66148 -0.09788 -2.52 4.32 -0.38
O 1.63706 -0.97701 1.01271 -1.34 -0.70 -0.49
H -3.90832 2.16993 -0.45646 -0.10 0.75 0.08
Cu 3.24600 0.02344 1.37599 0.83 0.35 0.22
C -2.59852 -0.64213 -0.06348 1.36 -4.39 0.18
H -1.89580 -2.50012 -0.76890 0.45 0.04 0.42
O -3.99968 1.22055 -0.33280 2.53 -2.21 0.31
```
Forces are in eV/Å.

Calculated values
charge = +2
2S+1 = 2
⟨S²⟩ = 0.76
HOMO energy (alpha / beta) = -18.81 / -19.23 eV
relative energy (zero: lowest compared OMol25 entry of this formula, charge and spin) = 0.5235 eV
E = -1944.92764 Eh
orbital gap (alpha / beta) = 9.7941 / 8.1298 eV

Just the Mulliken charges please, in e? Sure, here they are:
1. H 0.336
2. C -0.555
3. C 0.197
4. H 0.301
5. C -0.006
6. O -0.172
7. H 0.407
8. Cu 0.976
9. C 0.409
10. H 0.369
11. O -0.260